Computed, not measured: a cluster of 8 separate species, C52H85N7O11 in total at a distorted geometry, with ωB97M-V/def2-TZVPD.

Geometry as XYZ:
```
155
Properties=species:S:1:pos:R:3
O 4.745 3.591 -2.087
O 4.373 -4.082 -4.155
O -0.673 -4.658 -1.710
O 3.671 10.648 1.287
O -2.372 -0.650 3.647
O -9.090 -1.940 2.579
O 5.860 -8.211 -0.838
O 1.173 2.551 1.333
O 1.953 -3.741 -1.896
O 2.736 6.576 2.079
O 5.115 4.177 -7.716
N -2.486 1.232 4.901
N 5.778 -6.292 0.378
N 4.103 2.754 -6.260
N -10.175 -3.550 3.752
N 4.654 -6.338 -4.091
N 5.489 9.990 0.092
N 1.007 7.870 1.376
C -6.265 0.590 2.347
C 2.288 2.547 0.864
C 3.601 2.515 -4.920
C -3.956 -2.897 0.303
C -2.599 -0.092 4.706
C 1.112 -3.380 -2.967
C -0.808 0.393 0.241
C 6.231 -5.480 -0.740
C 5.492 -5.649 1.645
C 4.579 0.799 -1.558
C -1.744 -4.084 -1.034
C -5.806 1.589 0.115
C -6.404 -3.013 0.743
C 4.677 3.921 -6.610
C 3.986 1.707 -7.260
C -10.807 -3.963 4.990
C -2.065 2.066 3.783
C 4.086 -5.181 -3.708
C 3.899 1.755 -0.826
C 5.684 -6.310 -5.113
C 2.243 7.674 1.861
C -10.124 -4.480 2.635
C -9.631 -2.330 3.598
C -0.333 -3.974 -2.920
C -4.088 -3.523 -0.937
C 2.920 1.407 0.109
C -5.138 -2.181 1.020
C -7.655 -0.069 0.342
C 3.113 -2.409 -0.221
C 6.414 10.465 1.109
C 4.172 10.139 0.299
C 4.268 -7.612 -3.508
C 2.609 0.050 0.306
C 1.506 -0.397 1.257
C 1.763 -2.933 -0.743
C -3.019 -4.113 -1.586
C 3.130 3.773 1.024
C 5.639 -7.620 0.203
C -4.853 -2.264 2.527
C 4.270 3.194 -1.043
C 0.177 6.712 1.083
C -2.680 -2.903 0.855
C 4.286 -0.532 -1.331
C 0.176 -0.123 0.683
C -6.214 0.260 0.845
C 3.330 -0.920 -0.401
C -1.603 -3.487 0.202
C 6.016 9.370 -1.109
C -5.137 -0.757 0.436
C 0.482 9.203 1.137
C -2.767 1.852 6.181
C 4.056 4.086 0.122
H -1.876 2.363 6.550
H -2.021 3.106 4.098
H 4.811 -1.300 -1.890
H -10.635 -4.051 1.773
H -0.416 9.360 1.739
H 4.975 1.432 -7.627
H 5.130 -8.073 -3.031
H 3.491 -7.463 -2.760
H 6.039 -7.319 -5.305
H -6.770 -0.168 2.944
H -2.925 -0.643 5.605
H -7.636 -0.804 -0.462
H 5.296 -8.143 1.111
H 0.227 9.316 0.081
H 5.537 -5.576 -1.573
H 2.531 2.300 -4.961
H 2.996 4.432 1.877
H -11.853 -4.217 4.806
H 3.320 -5.311 -2.927
H -8.127 0.858 0.013
H 7.213 -5.820 -1.071
H 6.291 -4.437 -0.436
H 5.323 1.127 -2.273
H -0.787 7.037 0.701
H 6.517 -5.687 -4.783
H -10.602 -5.416 2.914
H 1.343 -3.588 0.027
H 6.389 -5.151 2.020
H 7.436 10.272 0.795
H -5.150 -0.853 -0.657
H 3.504 0.835 -6.824
H -6.678 1.585 2.513
H -3.068 1.098 6.906
H 1.226 9.952 1.404
H -2.481 -2.426 1.805
H -4.163 -0.314 0.680
H -4.720 1.649 -0.001
H -9.716 -1.698 4.497
H 3.886 -8.273 -4.290
H -0.646 -3.458 0.706
H 4.121 1.662 -4.479
H 6.601 8.487 -0.845
H 4.701 -4.907 1.514
H -4.058 -1.588 2.848
H 6.657 10.077 -1.640
H 5.282 -5.882 -6.032
H -5.044 -3.567 -1.446
H 1.587 -3.781 -3.866
H -0.453 -4.693 -3.735
H 3.179 -2.648 0.844
H -1.671 0.873 -0.152
H -6.275 1.612 -0.870
H 1.557 -1.481 1.357
H 3.397 2.066 -8.105
H 0.031 6.122 1.990
H -6.232 -4.022 1.132
H -9.086 -4.668 2.358
H 5.203 9.070 -1.766
H 6.219 9.954 2.053
H -7.249 -2.601 1.293
H -1.034 -3.163 -3.134
H 3.557 9.746 -0.529
H -3.575 2.578 6.071
H -6.160 2.465 0.662
H -4.593 -3.287 2.809
H 4.719 4.647 -5.780
H -8.234 -0.459 1.184
H -10.762 -3.159 5.721
H -6.642 -3.098 -0.316
H 0.670 6.080 0.343
H 1.603 0.063 2.242
H 1.024 -2.150 -0.932
H -5.229 0.646 2.715
H 2.790 8.607 2.049
H -2.774 1.962 2.960
H 4.680 4.970 0.195
H 3.915 -2.935 -0.739
H 6.275 11.535 1.264
H -5.753 -2.004 3.094
H -1.084 1.750 3.428
H 1.072 -2.293 -3.092
H 3.764 3.386 -4.292
H -3.148 -4.597 -2.550
H 5.166 -6.386 2.377
H -10.294 -4.838 5.394
```

Calculated values
calculated total energy: -3243.24528 a.u.
gap between HOMO and LUMO: 0.275 hartree
highest occupied orbital energy: -8.20 eV
LUMO energy: -0.72 eV

These are the Mulliken partial charges, in e, on atoms 1 to 8:
1 O -0.6223
2 O -0.6931
3 O -0.5384
4 O -0.6281
5 O -0.6370
6 O -0.6122
7 O -0.5736
8 O -0.5122

Computed, not measured: a cluster of 13 separate species, C52H86N8O10S5 in total at a distorted geometry, with ωB97M-V/def2-TZVPD.

Geometry as XYZ:
```
161
Properties=species:S:1:pos:R:3
S -5.125 2.836 5.658
S -10.345 -4.252 1.159
S -1.027 -4.962 5.463
S 4.754 9.292 -4.849
S 6.243 -5.144 5.162
O -0.216 -5.229 4.285
O 5.455 10.552 -4.732
O 6.526 -5.698 3.819
O -9.978 -5.292 2.122
O 5.337 8.037 -4.353
O 5.249 -5.858 5.968
O -5.121 3.036 4.192
O -11.764 -3.875 1.044
O -0.917 -3.737 6.253
O -5.521 1.524 6.210
N 1.010 2.186 -1.873
N 1.861 -1.290 -9.046
N -4.024 -3.430 -7.177
N -3.849 3.349 -4.399
N 6.364 4.754 1.493
N -1.757 -8.992 -0.791
N -1.514 8.901 3.042
N 9.370 2.820 -3.540
C -2.813 9.262 2.906
C 7.350 -2.848 5.723
C -5.970 4.131 6.567
C 8.235 2.117 -3.298
C -5.809 2.843 -5.298
C -0.977 -0.807 -0.366
C -8.704 -3.693 -0.920
C -0.576 -9.064 -0.734
C -4.954 3.116 -6.343
C -4.191 -4.754 -7.394
C 10.426 2.077 -3.027
C -9.594 -4.833 -0.445
C -3.486 3.299 6.311
C 0.743 1.036 0.424
C -9.285 -2.820 1.379
C 1.876 -2.294 -6.616
C 6.001 -3.357 5.318
C -1.276 7.811 2.201
C -2.796 -4.983 4.911
C 4.074 9.085 -6.596
C 0.919 -9.205 -0.568
C 5.457 5.653 2.001
C -2.383 7.599 1.429
C 2.054 9.564 -5.229
C -1.277 -6.406 6.622
C 3.056 9.376 -4.089
C -3.704 -3.226 -5.864
C 1.929 -1.724 -7.967
C 5.461 3.824 3.374
C 4.979 5.172 3.300
C 3.228 -2.553 -5.999
C -3.291 8.472 1.851
C -8.119 -3.054 0.374
C -5.160 3.071 -4.088
C -3.694 3.488 -5.783
C 9.890 0.950 -2.445
C 4.152 -3.528 -6.807
C 7.993 -3.825 6.728
C 6.317 3.620 2.299
C -3.698 -4.442 -5.222
C -3.530 -5.913 5.878
C 1.630 -8.229 -1.466
C -2.682 -6.229 7.147
C 0.953 1.676 -0.875
C -3.699 4.264 7.486
C 1.196 -8.483 -2.993
C 7.792 -5.215 6.086
C 8.496 0.992 -2.636
C -4.906 5.120 7.126
C -4.017 -5.381 -6.183
C -0.666 0.433 0.549
C 2.537 8.757 -6.408
H 11.454 2.360 -3.202
H 1.766 -7.849 -3.672
H 7.291 -1.819 6.078
H -2.816 -5.455 3.928
H -4.295 -6.400 -5.958
H -9.197 -2.937 -1.532
H -3.284 10.053 3.470
H -0.313 -1.640 -0.132
H -0.848 0.049 1.553
H -5.373 5.775 7.861
H 1.997 9.181 -7.255
H 2.682 -8.470 -1.317
H -6.361 3.627 7.451
H 1.577 0.337 0.482
H 7.511 -3.717 7.699
H -1.973 -1.228 -0.230
H 1.309 -3.194 -6.854
H -7.612 -2.108 0.186
H -4.662 5.769 6.285
H -3.552 -4.578 -4.161
H 7.290 2.546 -3.598
H -0.844 9.334 3.661
H 7.851 -6.152 6.640
H 4.917 -4.029 -6.213
H 1.207 -8.981 0.460
H -4.084 -2.699 -7.871
H 6.948 2.794 2.004
H -5.417 2.940 -3.047
H -1.375 1.225 0.309
H -9.186 -2.437 2.395
H -2.794 4.831 7.708
H -7.314 -3.702 0.720
H -3.035 -7.181 7.543
H 6.878 4.829 0.627
H -6.877 2.688 -5.343
H -3.167 -3.958 4.912
H 10.412 0.106 -2.021
H -9.948 -2.113 0.880
H -3.906 3.690 8.388
H 2.320 7.693 -6.314
H 5.306 6.601 1.505
H 8.493 -5.261 5.253
H -3.106 3.450 -3.722
H 5.347 -3.356 6.190
H -6.889 4.507 6.117
H -0.279 7.395 2.180
H -2.895 2.392 6.440
H -4.511 -5.552 6.188
H -2.677 -5.404 7.859
H 4.617 8.383 -7.229
H -3.567 -2.195 -5.572
H 7.730 0.367 -2.200
H 5.488 -2.975 4.436
H -7.812 -3.963 -1.485
H 2.943 8.333 -3.791
H 1.044 -10.268 -0.770
H 1.493 -7.227 -1.060
H -2.950 3.820 5.518
H -8.934 -5.677 -0.250
H 1.507 -9.521 -3.112
H 1.000 9.420 -4.991
H 0.891 1.874 1.106
H -4.521 -5.114 -8.358
H -0.926 -0.463 -1.399
H -3.730 -6.825 5.314
H -10.441 -5.269 -0.974
H -2.428 6.838 0.665
H 9.049 -3.558 6.767
H 5.227 3.194 4.219
H -0.505 -6.309 7.385
H 4.169 10.069 -7.055
H 3.168 10.013 -3.212
H -4.284 8.498 1.427
H 3.077 -2.830 -4.956
H 3.489 -4.186 -7.368
H 4.336 5.666 4.013
H 1.319 -1.535 -6.067
H 9.429 3.468 -4.313
H -5.229 3.197 -7.384
H 8.009 -2.794 4.857
H -2.697 3.720 -6.128
H 3.677 -1.563 -5.920
H 2.232 10.620 -5.430
H 4.758 -2.995 -7.540
H -1.203 -7.267 5.958
H 0.115 -8.371 -3.069
```

Calculated values
ΔE to the lowest compared entry with this formula, charge and spin: 0.0 kJ/mol
calculated total energy: -5214.06517 a.u.
gap between HOMO and LUMO: 0.300 hartree
highest occupied orbital energy: -8.14 eV
LUMO energy: 0.03 eV

These are the Mulliken partial charges, in e, on atoms 1 to 8:
1 S 1.0633
2 S 1.0291
3 S 1.0420
4 S 1.0366
5 S 1.0710
6 O -0.6227
7 O -0.6177
8 O -0.6602